1.
The following is a DFT calculation (ωB97M-V with the def2-TZVPD basis set) of 6 unconnected molecules or ions with the total composition C20H44F2N6O9S.

Values from the calculation:
Frontier orbital gap   0.34868 Eh
SMILES   COC(=O)N(C[C@H](C)F)S(=O)(=O)F.CN(C)C=O.CN(C)C=O.CN(C)C=O.CN(C)C=O.CN(C)C=O
Net charge   0
Multiplicity   1

Geometry as XYZ:
```
82
Properties=species:S:1:pos:R:3:mulliken_charge:R:1
C -6.243 -1.234 -1.637 -0.452
O -7.092 -1.195 -0.446 -0.371
C -6.376 -0.881 0.664 0.506
O -5.979 -1.729 1.345 -0.416
N -6.030 0.493 1.037 0.042
C -4.930 1.079 0.184 -1.210
C -3.623 0.263 0.191 2.235
C -2.637 0.658 1.307 -1.469
F -2.994 0.542 -1.039 -0.381
S -7.385 1.500 0.794 1.221
O -7.031 2.854 1.013 -0.625
O -8.429 1.100 1.657 -0.580
F -7.828 1.400 -0.742 -0.227
H -6.322 -0.253 -2.126 0.246
H -6.645 -2.018 -2.290 0.264
H -5.203 -1.489 -1.381 0.178
H -5.322 1.274 -0.828 0.436
H -4.698 2.065 0.618 0.652
H -3.749 -0.830 0.215 -1.007
H -3.112 1.094 2.198 0.427
H -2.007 -0.210 1.544 0.230
H -1.945 1.398 0.864 0.307
C 0.728 -0.889 0.654 0.099
O -0.338 -1.157 0.135 -0.581
N 1.555 0.099 0.255 0.170
C 2.814 0.365 0.921 -0.846
C 1.172 0.924 -0.880 -0.467
H 1.113 -1.453 1.522 0.275
H 2.810 1.386 1.308 0.311
H 3.633 0.253 0.206 0.287
H 2.965 -0.328 1.747 0.302
H 0.223 1.417 -0.664 0.157
H 1.041 0.290 -1.759 0.286
H 1.937 1.672 -1.078 0.070
C 4.425 2.964 -1.849 0.067
O 3.321 3.375 -1.537 -0.675
N 5.574 3.288 -1.228 0.219
C 6.856 2.763 -1.653 -0.946
C 5.523 4.196 -0.095 -0.919
H 4.571 2.271 -2.695 0.318
H 7.309 2.203 -0.831 0.347
H 7.511 3.590 -1.932 0.335
H 6.734 2.101 -2.509 0.299
H 4.887 3.769 0.682 0.253
H 5.091 5.145 -0.416 0.260
H 6.522 4.363 0.299 0.389
C -4.060 -3.901 0.684 0.198
O -3.520 -3.003 0.058 -0.721
N -3.514 -5.106 0.929 0.206
C -4.212 -6.131 1.680 -0.906
C -2.182 -5.385 0.424 -0.744
H -5.069 -3.788 1.105 0.226
H -3.629 -6.392 2.565 0.320
H -4.334 -7.019 1.055 0.305
H -5.194 -5.777 1.991 0.316
H -1.478 -4.662 0.841 0.339
H -2.180 -5.286 -0.663 0.310
H -1.882 -6.391 0.701 0.097
C -0.041 -7.975 0.972 0.033
O -0.940 -8.458 1.634 -0.642
N 1.228 -7.804 1.391 0.111
C 2.247 -7.218 0.542 -0.954
C 1.583 -8.220 2.737 -0.952
H -0.204 -7.628 -0.063 0.425
H 3.060 -7.935 0.404 0.351
H 2.639 -6.315 1.015 0.346
H 1.834 -6.958 -0.431 0.320
H 1.388 -9.287 2.851 0.300
H 0.969 -7.678 3.458 0.297
H 2.635 -8.018 2.927 0.385
C 4.977 8.095 -2.756 0.137
O 5.904 7.334 -2.555 -0.591
N 4.423 8.903 -1.829 0.119
C 3.317 9.787 -2.139 -0.927
C 4.954 8.884 -0.477 -0.853
H 4.501 8.185 -3.747 0.286
H 3.612 10.820 -1.944 0.334
H 2.461 9.532 -1.510 0.339
H 3.030 9.691 -3.184 0.294
H 6.010 9.157 -0.497 0.303
H 4.865 7.877 -0.066 0.193
H 4.407 9.584 0.151 0.381
```

---

2.
The following is a DFT calculation (ωB97M-V with the def2-TZVPD basis set) of C9H17BrO3 in the gas phase.

Values from the calculation:
Frontier orbital gap   0.38575 Eh
SMILES   CCOC(=O)[C@@H](Br)[C@@H](O)C(C)(C)C
Net charge   0
Multiplicity   1

Geometry as XYZ:
```
30
Properties=species:S:1:pos:R:3:mulliken_charge:R:1
C 0.517 -1.272 0.576 0.327
C 0.950 -3.505 2.766 -1.124
C 0.936 1.729 -3.097 -1.423
C 0.698 2.720 -0.635 -1.780
C -0.658 0.827 -1.316 -2.060
C -0.244 -2.744 2.182 -0.286
C 1.509 -0.164 0.584 0.039
C 1.830 0.542 -0.984 -0.694
C 0.728 1.442 -1.512 1.761
O 0.178 -2.058 -0.323 -0.667
O 2.325 -0.532 -1.767 -0.560
O 0.033 -1.359 1.795 -0.284
Br 3.171 -0.916 1.238 -0.111
H 1.096 -3.330 3.726 0.373
H 0.691 -4.542 2.649 0.351
H 1.858 -3.391 2.225 0.317
H -0.135 2.027 -3.387 0.335
H 1.479 2.632 -3.432 0.341
H 1.220 0.887 -3.678 0.353
H 0.527 2.446 0.322 0.456
H 1.714 3.244 -0.749 0.378
H 0.012 3.529 -1.031 0.378
H -1.154 0.768 -0.398 0.432
H -0.723 -0.186 -1.658 0.511
H -1.411 1.443 -1.738 0.556
H -0.983 -2.623 2.947 0.318
H -0.677 -3.278 1.304 0.340
H 1.107 0.521 1.326 0.428
H 2.756 1.103 -0.888 0.566
H 1.647 -1.211 -1.851 0.432
```

---

3.
The following is a DFT calculation (ωB97M-V with the def2-TZVPD basis set) of 2 unconnected molecules or ions with the total composition CH6N.

Values from the calculation:
Frontier orbital gap (alpha / beta)   0.37070 / 0.36692 Eh
Net charge   +1
Multiplicity   1

Geometry as XYZ:
```
8
Properties=species:S:1:pos:R:3:mulliken_charge:R:1
C 0.600 0.303 0.100 -0.794
N -0.832 -0.028 0.045 -0.323
H 1.009 0.800 -0.850 0.354
H 0.953 0.566 1.078 0.360
H 1.726 -1.327 -0.364 0.231
H -1.340 0.725 0.466 0.348
H -1.142 -1.020 0.517 0.433
H -0.974 -0.019 -0.993 0.392
```

---

4.
The following is a DFT calculation (ωB97M-V with the def2-TZVPD basis set) of a molecular structure, C4H5LuO4.

Values from the calculation:
Expectation value of S²   0.750
Frontier orbital gap (alpha / beta)   0.20462 / 0.31042 Eh
Net charge   +3
Multiplicity   2

Geometry as XYZ:
```
14
Properties=species:S:1:pos:R:3:mulliken_charge:R:1
C -1.378 -0.433 -0.845 0.021
O -2.615 -0.679 -1.211 -0.223
H -0.749 0.259 -1.408 0.412
H -2.805 -0.351 -2.100 0.440
C -0.906 -0.923 0.428 -0.372
C 0.435 -1.104 -0.104 0.038
H -1.376 -1.849 0.771 0.359
H -0.722 0.169 1.242 0.564
H 0.730 -1.895 -0.794 0.520
O 1.473 -0.325 0.247 -0.125
C 1.398 0.901 0.869 0.773
O 0.334 1.302 1.353 -0.520
O 2.516 1.463 0.880 -0.418
Lu 3.665 3.464 0.672 1.532
```

---

5.
The following is a DFT calculation (ωB97M-V with the def2-TZVPD basis set) of C3H6O2S in the gas phase.

Values from the calculation:
Frontier orbital gap   0.36956 Eh
SMILES   O=C(O)CCS
Net charge   0
Multiplicity   1

Geometry as XYZ:
```
12
Properties=species:S:1:pos:R:3:mulliken_charge:R:1
O -1.680 1.116 -0.726 -0.566
C -0.500 0.840 -1.057 0.559
O -0.084 1.071 -2.384 -0.441
C 0.624 0.058 -0.279 -0.673
C 0.291 -0.248 1.213 -0.570
S 0.125 -2.152 1.497 -0.236
H -0.753 1.472 -2.886 0.326
H 0.782 -0.845 -0.799 0.404
H 1.502 0.617 -0.337 0.369
H -0.618 0.244 1.591 0.406
H 1.150 -0.022 1.822 0.304
H -0.840 -2.153 2.345 0.118
```

---

6.
The following is a DFT calculation (ωB97M-V with the def2-TZVPD basis set) of C23H29ClN2O6S in the gas phase.

Values from the calculation:
Frontier orbital gap   0.34388 Eh
SMILES   O=C(COC(=O)[C@@]12C[C@@H]3C[C@@H](C[C@@](O)(C3)C1)C2)N1CCN(S(=O)(=O)c2ccc(Cl)cc2)CC1
Net charge   0
Multiplicity   1

Geometry as XYZ:
```
62
Properties=species:S:1:pos:R:3:mulliken_charge:R:1
O -0.215 -0.181 0.543 -0.689
C 0.623 0.157 -0.267 1.153
N 1.604 -0.666 -0.692 0.060
C 2.532 -0.435 -1.775 -0.599
H 2.527 0.607 -2.087 0.520
C 2.162 -1.349 -2.952 -1.030
N 2.129 -2.737 -2.545 0.109
S 3.634 -3.494 -2.458 1.422
O 4.167 -3.483 -1.124 -0.680
O 4.434 -2.950 -3.514 -0.756
C 3.152 -5.166 -2.873 -0.236
C 3.238 -6.171 -1.929 -0.077
C 2.850 -7.457 -2.264 -0.716
C 2.383 -7.711 -3.546 0.410
C 2.302 -6.700 -4.496 -0.717
C 2.691 -5.418 -4.152 -0.356
H 2.652 -4.608 -4.862 0.418
H 1.942 -6.920 -5.489 0.417
Cl 1.899 -9.308 -3.970 -0.199
H 2.910 -8.257 -1.542 0.420
H 3.616 -5.934 -0.947 0.510
C 1.285 -2.978 -1.392 -0.864
H 1.421 -4.019 -1.094 0.402
C 1.628 -2.042 -0.229 -0.889
H 0.898 -2.139 0.575 0.430
H 2.630 -2.276 0.139 0.386
H 0.245 -2.828 -1.700 0.410
H 2.905 -1.269 -3.746 0.499
H 1.173 -1.086 -3.342 0.359
H 3.538 -0.702 -1.432 0.245
C 0.630 1.584 -0.839 -0.951
H 1.607 2.050 -0.665 0.419
H 0.374 1.589 -1.900 0.437
O -0.378 2.332 -0.191 -0.343
C -0.134 2.608 1.104 -1.075
O 0.937 2.425 1.619 -0.701
C -1.355 3.186 1.792 2.721
C -2.474 2.137 1.738 -1.789
H -2.711 1.898 0.701 0.310
H -2.137 1.217 2.223 0.688
C -3.723 2.683 2.438 1.666
C -4.181 3.958 1.728 -1.767
C -3.067 5.002 1.777 0.543
C -1.822 4.459 1.075 -1.430
H -2.047 4.231 0.032 0.481
H -1.025 5.206 1.097 0.450
C -2.735 5.327 3.233 -1.470
C -2.271 4.056 3.943 0.459
C -1.025 3.510 3.249 -1.393
H -0.218 4.244 3.286 0.440
H -0.670 2.608 3.750 0.439
C -3.382 3.007 3.897 -1.614
H -3.059 2.097 4.409 0.497
H -4.278 3.377 4.401 0.400
H -2.033 4.286 4.987 0.283
H -1.949 6.083 3.276 0.481
H -3.618 5.731 3.733 0.514
H -3.401 5.911 1.265 0.269
H -4.439 3.715 0.697 0.448
H -5.081 4.332 2.218 0.475
O -4.792 1.755 2.356 -0.675
H -4.497 0.918 2.731 0.427
```

---

Number 1: E_tot -2392.02191 Ha. Number 2: E_tot -3152.79919 Ha. Number 3: E_tot -96.02336 Ha. Number 4: E_tot -1690.55092 Ha. Number 5: E_tot -666.56598 Ha. Number 6: E_tot -2313.23151 Ha.